A structure of composition C20H25NO2Y in a non-equilibrium geometry, computed with wB97M-V/def2-TZVPD.

Geometry as XYZ:
```
49
Properties=species:S:1:pos:R:3:mulliken_charge:R:1
Y -0.07 0.39 0.20 0.559
C 0.78 2.64 0.50 -0.657
C 1.79 1.93 -0.17 -0.178
C 1.31 1.56 -1.43 -0.794
H 2.75 1.66 0.25 0.613
C 0.00 2.05 -1.56 -0.310
C -0.33 2.72 -0.37 -0.834
H -1.27 3.21 -0.16 0.562
H 0.84 3.03 1.50 0.645
H 1.83 0.94 -2.14 0.450
H -0.66 1.89 -2.40 0.427
C -0.84 0.09 2.48 -0.092
C -1.51 1.21 1.98 -0.437
C -2.31 0.79 0.89 -1.046
H -1.39 2.22 2.32 0.566
C -2.19 -0.61 0.78 0.259
C -1.27 -1.04 1.74 -1.225
H -0.90 -2.04 1.87 0.352
H -0.10 0.08 3.26 0.745
H -2.94 1.42 0.28 0.503
H -2.66 -1.21 0.02 0.300
O -0.26 -0.72 -1.24 0.146
C -2.62 -1.90 -2.68 1.032
C -1.22 -2.41 -2.69 -1.670
C -2.97 -0.71 -3.49 -1.624
C -3.69 -2.74 -2.08 -2.044
C -0.44 -2.10 -1.41 -0.709
H -0.65 -1.98 -3.52 0.129
H -1.20 -3.49 -2.82 0.451
H -0.95 -2.55 -0.55 0.336
H 0.55 -2.56 -1.45 0.294
H -3.16 -0.96 -4.54 0.480
H -2.15 0.01 -3.49 0.131
H -3.87 -0.21 -3.12 0.231
H -4.08 -3.48 -2.79 0.774
H -4.54 -2.14 -1.76 0.179
H -3.33 -3.30 -1.22 0.242
O 1.49 -0.81 1.48 -0.577
N 2.54 -0.07 1.91 0.656
C 3.88 -0.53 1.55 -0.757
C 5.00 0.27 2.18 -0.496
C 4.77 1.31 2.98 -0.285
C 3.40 1.73 3.29 -0.796
C 2.36 1.06 2.78 -0.031
H 3.99 -0.51 0.45 0.208
H 6.03 -0.02 1.97 0.369
H 5.60 1.86 3.41 0.308
H 3.23 2.58 3.94 0.331
H 1.39 1.43 3.05 0.288
```

Its total energy is -1020.43505 Eh. Its charge is -2. The spin multiplicity is 2. The HOMO energy (spin up / spin down) comes out at 2.2 / 2.2 eV. The calculation puts the frontier orbital gap (spin up / spin down) at 2.507 / 2.495 eV. Its expectation value of S² is 0.77.